{
  "formula": "C5H8N2O",
  "method": "wB97M-V/def2-TZVPD",
  "species": ["C", "C", "C", "C", "N", "N", "C", "O", "H", "H", "H", "H", "H", "H", "H", "H"],
  "positions_angstrom": [[0.52333, -1.26784, 1.33622], [0.27957, -0.57472, -0.16114], [1.69723, -0.44903, -0.81237], [0.92155, 0.78838, -0.59740], [0.41933, 1.63500, 0.51077], [-1.12276, 1.12269, 0.42687], [-1.03397, -0.25566, -0.30019], [-1.90330, -0.89906, -0.80266], [-0.49797, -1.75053, 2.01928], [1.30440, -0.71006, 1.67755], [1.06051, -2.33609, 1.17878], [1.95489, -0.82844, -1.82843], [2.31734, -0.95151, -0.21940], [0.63397, 1.21799, -1.44361], [0.47538, 2.58193, 0.20240], [-1.42445, 1.21853, 1.48053]],
  "homo_ev": -8.55,
  "smiles": "C[C@]12C[C@@H]1NNC2=O",
  "lumo_energy_ev": 0.8,
  "total_energy_ha": -379.790710,
  "max_force_ev_per_a": 6.11,
  "total_charge": 0
}

{
  "formula": "C5H8N2O",
  "method": "wB97M-V/def2-TZVPD",
  "species": ["C", "C", "C", "C", "C", "N", "O", "N", "H", "H", "H", "H", "H", "H", "H", "H"],
  "positions_angstrom": [[-2.26134, -0.67673, 0.53645], [-1.03719, -0.20600, -0.53945], [-0.85915, 1.41077, -0.25257], [0.48414, 1.25245, 0.10278], [1.06249, -0.17369, -0.07381], [2.38411, -0.57531, 0.18095], [3.62711, 0.07523, 0.12882], [0.05085, -0.89313, -0.42636], [-3.40786, -0.49982, 0.02573], [-2.04493, -0.35057, 1.54834], [-2.43923, -1.74410, 0.43340], [-1.66520, -0.39035, -1.49616], [-1.60874, 2.35533, 0.10888], [1.20663, 1.99546, 0.59295], [2.60220, -1.63204, -0.07497], [3.90613, 0.05251, -0.79498]],
  "homo_ev": -8.81,
  "smiles": "C[C@H]1C=CC(NO)=N1",
  "lumo_energy_ev": 0.6,
  "total_energy_ha": -379.857756,
  "max_force_ev_per_a": 10.68,
  "total_charge": 0
}

{
  "formula": "C5H8N2O",
  "method": "wB97M-V/def2-TZVPD",
  "species": ["C", "N", "C", "C", "C", "C", "O", "N", "H", "H", "H", "H", "H", "H", "H", "H"],
  "positions_angstrom": [[0.30366, -1.08795, 1.52596], [-0.83667, -1.20990, 0.92879], [-0.70444, -0.43394, -0.29037], [-1.64001, 0.43413, -1.18183], [-0.45023, 1.21975, -1.60627], [0.15053, 0.83565, -0.20016], [1.49113, 0.48039, -0.00240], [1.56490, -0.53457, 0.98976], [0.39915, -1.59481, 2.46697], [-0.23579, -1.04517, -1.06499], [-2.33454, 0.96330, -0.58758], [-2.15341, -0.09138, -1.94531], [-0.62328, 2.28382, -1.79753], [0.10845, 0.73190, -2.41651], [-0.21874, 1.37293, 0.70141], [2.07442, -0.05826, 1.74894]],
  "homo_ev": -9.14,
  "smiles": "C1=N[C@H]2CC[C@@H]2ON1",
  "lumo_energy_ev": 1.0,
  "total_energy_ha": -379.937776,
  "max_force_ev_per_a": 2.27,
  "total_charge": 0
}

{
  "formula": "C5H8N2O",
  "method": "wB97M-V/def2-TZVPD",
  "species": ["C", "C", "C", "C", "C", "N", "N", "O", "H", "H", "H", "H", "H", "H", "H", "H"],
  "positions_angstrom": [[-2.30972, 1.02847, 0.28091], [-2.06645, -0.27018, 0.75066], [0.23510, 0.59964, -1.41507], [0.87176, -0.18258, -2.57869], [0.10193, 0.01510, 2.07349], [-1.94142, 1.39888, -0.88753], [-1.08454, -0.65580, 1.45136], [-1.08426, 0.72040, -1.62500], [-2.99132, 1.71899, 0.73485], [0.33928, 0.02239, -3.54689], [1.89050, 0.14709, -2.66352], [0.89742, -1.26323, -2.45607], [0.62582, 0.47818, 1.23572], [-0.16721, 0.68497, 2.97310], [0.67922, -0.82144, 2.49101], [-1.00454, -1.59374, 1.70336]],
  "homo_ev": -8.06,
  "lumo_energy_ev": 0.8,
  "total_energy_ha": -379.806435,
  "max_force_ev_per_a": 4.98,
  "total_charge": 0
}

{
  "formula": "C5H8N2O",
  "method": "wB97M-V/def2-TZVPD",
  "species": ["C", "C", "C", "C", "O", "N", "C", "N", "H", "H", "H", "H", "H", "H", "H", "H"],
  "positions_angstrom": [[-2.80964, -0.90560, 0.55388], [-2.55604, 0.55912, -0.13532], [-0.99668, 0.92047, -0.02162], [0.22713, 0.08926, -0.23042], [0.13076, -1.03975, -0.70480], [1.38364, 0.60641, 0.11620], [2.64260, 0.07284, -0.04233], [3.67510, -0.47523, 0.40153], [-4.00382, -1.03065, 0.27233], [-2.33654, -1.85923, -0.01425], [-2.97179, -0.84181, 1.66163], [-2.74380, 0.39753, -1.28557], [-3.10285, 1.48873, 0.09586], [-0.98531, 1.46672, 1.04251], [-0.79288, 1.64554, -0.85935], [1.43551, 1.71636, 0.35601]],
  "homo_ev": -10.30,
  "smiles": "CCCC(=O)NC#N",
  "lumo_energy_ev": 0.1,
  "total_energy_ha": -379.947960,
  "max_force_ev_per_a": 8.70,
  "total_charge": 0
}

{
  "formula": "C5H8N2O",
  "method": "wB97M-V/def2-TZVPD",
  "species": ["C", "C", "C", "C", "C", "H", "H", "H", "H", "H", "H", "H", "H", "N", "N", "O"],
  "positions_angstrom": [[0.95320, 0.51750, 0.12483], [1.22654, 0.36817, -1.48883], [-0.35756, 0.09875, -1.71596], [-1.28174, -0.30491, -0.77361], [-0.91798, -0.59247, 1.63311], [0.74223, -0.42421, 0.16102], [0.08555, 1.25624, 0.03269], [1.90330, 1.35774, -2.18202], [1.72563, -0.84060, -1.72045], [-1.07164, 0.21738, -2.73788], [-2.30154, -0.35703, -1.13900], [-1.39749, -0.68219, 2.66515], [0.39172, -0.41448, 2.98647], [-1.42837, -0.83526, 0.61218], [0.20277, 0.05782, 2.15896], [1.52539, 0.57755, 1.38335]],
  "homo_ev": -9.17,
  "lumo_energy_ev": 0.6,
  "total_energy_ha": -379.691288,
  "max_force_ev_per_a": 9.20,
  "total_charge": 0
}

{
  "formula": "C5H8N2O",
  "method": "wB97M-V/def2-TZVPD",
  "species": ["C", "C", "N", "O", "C", "C", "N", "C", "H", "H", "H", "H", "H", "H", "H", "H"],
  "positions_angstrom": [[0.68106, -0.85900, -2.09810], [1.07912, -1.19824, -0.87377], [0.93837, -0.47188, 0.29230], [1.66708, -0.97848, 1.36658], [0.02401, 0.52040, 0.59195], [-0.08684, 1.06381, 1.81437], [-0.73432, 0.97307, -0.47990], [-1.98433, 1.05183, -0.42732], [0.16918, 0.05901, -2.31705], [0.86275, -1.53184, -2.91039], [1.62876, -2.11183, -0.70114], [1.05383, -1.39692, 1.99394], [-0.80564, 1.84061, 1.99412], [0.60167, 0.83954, 2.60648], [-2.50308, 1.48787, -1.26799], [-2.59162, 0.71207, 0.41593]],
  "homo_ev": -7.75,
  "smiles": "C=CN(O)C(=C)N=C",
  "lumo_energy_ev": 0.7,
  "total_energy_ha": -379.936353,
  "max_force_ev_per_a": 0.92,
  "total_charge": 0
}

{
  "formula": "C5H8N2O",
  "method": "wB97M-V/def2-TZVPD",
  "species": ["O", "C", "C", "C", "N", "N", "C", "C", "H", "H", "H", "H", "H", "H", "H", "H"],
  "positions_angstrom": [[-2.17479, -0.12055, 0.20632], [-0.96899, 0.12305, -0.54531], [-0.30953, 1.39063, 0.09573], [1.18108, 1.37949, 0.09342], [1.91833, 0.40574, -0.21698], [1.39141, -0.84850, -0.56858], [0.83239, -1.46044, 0.68562], [-0.01403, -1.09646, -0.42847], [-2.62359, -0.94496, 0.00331], [-1.02063, 0.29510, -1.62167], [-0.67577, 1.49200, 1.07696], [-0.67913, 2.33580, -0.43093], [1.72893, 2.28763, 0.36118], [0.95698, -2.55364, 0.85715], [0.87810, -0.79438, 1.48991], [-0.42076, -1.89052, -1.05766]],
  "homo_ev": -8.94,
  "smiles": "O[C@H]1CC=NN2C[C@@H]12",
  "lumo_energy_ev": 0.7,
  "total_energy_ha": -379.963013,
  "max_force_ev_per_a": 3.29,
  "total_charge": 0
}

{
  "formula": "C5H8N2O",
  "method": "wB97M-V/def2-TZVPD",
  "species": ["C", "C", "C", "C", "N", "C", "N", "O", "H", "H", "H", "H", "H", "H", "H", "H"],
  "positions_angstrom": [[-1.41521, -1.17632, 0.32305], [-0.79838, -0.25976, -0.41742], [-1.44486, 1.00508, -0.89973], [0.50999, -0.58071, -1.15231], [1.60652, -0.20627, -0.68157], [1.44501, 0.56695, 0.58095], [1.92932, -0.13592, 1.64447], [1.22944, 1.75700, 0.58080], [-0.91746, -2.07564, 0.65390], [-2.43960, -1.04765, 0.64055], [-0.78872, 1.84794, -0.67398], [-2.41003, 1.15716, -0.41815], [-1.58943, 0.97558, -1.98236], [0.44120, -1.17079, -2.06472], [2.35445, 0.40559, 2.37887], [2.28778, -1.06225, 1.48763]],
  "homo_ev": -9.60,
  "smiles": "C=C(C)/C=N\\C(N)=O",
  "lumo_energy_ev": 0.9,
  "total_energy_ha": -380.046161,
  "max_force_ev_per_a": 2.76,
  "total_charge": 0
}

{
  "formula": "C5H8N2O2",
  "method": "wB97M-V/def2-TZVPD",
  "species": ["O", "C", "C", "C", "N", "C", "C", "N", "H", "H", "H", "H", "H", "H", "O", "H", "H"],
  "positions_angstrom": [[2.41485, -0.64188, -0.11568], [1.37487, -0.06272, -0.29076], [0.83070, 0.47725, -1.59102], [-0.64693, 0.72741, -1.29601], [-0.73797, 0.97561, 0.15552], [0.38752, 0.35137, 0.82914], [-0.00689, -0.82328, 1.68783], [-0.41928, -1.02575, 2.83408], [1.36109, 1.42287, -1.79058], [1.03713, -0.21168, -2.41799], [-1.05611, 1.58373, -1.84280], [-1.24221, -0.15737, -1.56112], [-0.79518, 1.96442, 0.36380], [0.91706, 1.05559, 1.48913], [-0.99912, -2.07567, 0.95757], [-1.17365, -1.56978, 0.13434], [-1.24588, -1.99013, 2.45457]],
  "homo_ev": -9.50,
  "lumo_energy_ev": 0.3,
  "total_energy_ha": -455.174589,
  "max_force_ev_per_a": 4.76,
  "total_charge": 0
}

{
  "formula": "C5H8N2O2",
  "method": "wB97M-V/def2-TZVPD",
  "species": ["H", "N", "C", "C", "O", "O", "N", "C", "C", "C", "H", "H", "H", "H", "H", "H", "H"],
  "positions_angstrom": [[-0.34289, 2.75666, -0.06154], [0.37006, 2.01803, -0.00110], [-0.17126, 0.86908, 0.04727], [-1.96559, 0.96822, 0.01665], [-2.44647, 2.05754, -0.22460], [-2.74939, -0.08172, 0.30221], [0.20567, -0.39602, 0.32701], [-0.42344, -1.59551, -0.23524], [1.77435, -0.47653, 0.51275], [2.78472, 0.03027, -0.18312], [-3.66731, 0.25093, 0.21464], [-1.15744, -1.96375, 0.48434], [-0.91779, -1.39395, -1.18912], [0.31510, -2.38528, -0.40240], [1.96887, -1.20433, 1.29708], [3.81451, -0.20504, 0.07050], [2.60830, 0.75139, -0.97532]],
  "homo_ev": -9.23,
  "smiles": "[H]/N=C(\\C(=O)O)N(C)C=C",
  "lumo_energy_ev": 0.7,
  "total_energy_ha": -455.241119,
  "max_force_ev_per_a": 5.21,
  "total_charge": 0
}

{
  "formula": "C5H8N2O2",
  "method": "wB97M-V/def2-TZVPD",
  "species": ["C", "C", "C", "C", "C", "H", "H", "H", "H", "H", "H", "H", "H", "N", "N", "O", "O"],
  "positions_angstrom": [[-0.29570, 1.07823, -0.31546], [-0.38519, -0.19016, 0.02700], [-1.53294, -1.16865, -0.11928], [-2.56488, -0.78477, 0.68859], [0.86609, -0.81835, -0.24517], [-1.23060, 3.07873, -0.63694], [-2.21719, 1.55994, -1.26798], [0.59149, 1.55001, -0.32797], [-1.48938, -2.21050, -0.17195], [-2.49230, 0.05893, 1.40280], [-3.51669, -1.26479, 1.00523], [2.76670, -0.35361, -0.06302], [2.71747, 1.74943, 1.22919], [-1.46808, 1.96694, -0.49370], [2.04028, 0.28486, -0.51718], [1.19436, -1.90295, -0.43508], [1.84824, 0.82438, 1.14667]],
  "homo_ev": -8.56,
  "lumo_energy_ev": 0.2,
  "total_energy_ha": -455.025591,
  "max_force_ev_per_a": 7.36,
  "total_charge": 0
}

{
  "formula": "C5H8N2O2",
  "method": "wB97M-V/def2-TZVPD",
  "species": ["C", "C", "C", "C", "C", "N", "N", "O", "O", "H", "H", "H", "H", "H", "H", "H", "H"],
  "positions_angstrom": [[3.32146, -1.90269, -0.35235], [2.78340, -0.83385, 0.23345], [-0.53410, 1.67189, -0.52528], [-1.45390, 0.83949, -0.07371], [-3.57062, 0.02018, 0.45869], [1.65748, -0.22616, -0.29201], [1.53369, 0.95310, -0.20909], [2.16556, 1.94421, 0.11906], [-2.82450, 0.99309, -0.22826], [4.23574, -2.42060, 0.07133], [2.76579, -2.53025, -1.16951], [3.37139, -0.21712, 0.97619], [-0.60645, 2.58608, -1.21191], [-1.27426, -0.11951, 0.45881], [-3.43518, 0.11491, 1.56957], [-3.36133, -0.96964, 0.00377], [-4.77416, 0.09686, 0.17127]],
  "homo_ev": [-9.13, -9.08],
  "lumo_energy_ev": [-0.4, -0.5],
  "total_energy_ha": -455.018748,
  "max_force_ev_per_a": 6.61,
  "total_charge": 0
}

{
  "formula": "C5H8N2O2",
  "method": "wB97M-V/def2-TZVPD",
  "species": ["H", "N", "C", "N", "C", "C", "O", "C", "C", "O", "H", "H", "H", "H", "H", "H", "H"],
  "positions_angstrom": [[2.60233, -2.08559, 0.46421], [1.63305, -2.11935, 0.80039], [0.88489, -1.26174, 0.27604], [1.22700, -0.30185, -0.68062], [0.39164, 0.39134, -1.58807], [-0.68216, 1.15443, -1.42793], [-1.23998, 1.70573, -0.33644], [-0.75844, 1.16856, 0.94748], [-1.08971, -0.28290, 1.24231], [-0.41867, -1.22778, 0.46984], [2.15637, -0.33729, -1.10375], [0.60206, -0.08061, -2.58786], [-1.26145, 1.47107, -2.37807], [-1.19877, 1.71421, 1.71530], [0.32088, 1.34603, 0.86628], [-0.90620, -0.66943, 2.20287], [-2.26285, -0.58482, 1.11802]],
  "homo_ev": -8.39,
  "smiles": "[H]/N=C1\\N/C=C\\OCCO1",
  "lumo_energy_ev": 0.8,
  "total_energy_ha": -455.223472,
  "max_force_ev_per_a": 3.34,
  "total_charge": 0
}

{
  "formula": "C5H8N2O2S",
  "method": "wB97M-V/def2-TZVPD",
  "species": ["C", "C", "C", "C", "C", "N", "N", "O", "O", "S", "H", "H", "H", "H", "H", "H", "H", "H"],
  "positions_angstrom": [[0.53621, -0.40556, 0.38993], [-1.28792, -0.47302, -1.31998], [-0.48024, 0.73871, -1.60573], [-0.60669, 0.25390, -0.17254], [-1.43680, 1.06612, 0.80027], [1.59927, -1.37637, -0.60934], [0.94287, -0.49431, 1.61454], [3.91241, -0.66744, 0.06545], [2.04807, -1.20932, 1.91503], [2.90440, -1.68223, 0.28737], [-2.36495, -0.41941, -1.36278], [-0.86162, -1.42334, -1.59759], [0.47717, 0.59708, -2.07917], [-0.98434, 1.66205, -1.85131], [-2.28024, 1.51526, 0.28342], [-0.83886, 1.86733, 1.23349], [-1.82719, 0.44345, 1.60470], [0.54846, 0.00709, 2.40426]],
  "homo_ev": -9.01,
  "lumo_energy_ev": 0.4,
  "total_energy_ha": -853.329485,
  "max_force_ev_per_a": 6.53,
  "total_charge": 0
}

{
  "formula": "C5H8N2O2S",
  "method": "wB97M-V/def2-TZVPD",
  "species": ["C", "C", "C", "C", "C", "N", "N", "O", "O", "S", "H", "H", "H", "H", "H", "H", "H", "H"],
  "positions_angstrom": [[-2.47633, -0.73839, -2.95703], [-0.53144, -0.04551, 0.75687], [0.85919, -0.27446, -0.94749], [-1.35014, 0.71522, 1.66236], [2.36295, 0.20416, -1.25550], [-1.54565, -0.50823, -2.23093], [0.23421, 0.55747, -0.05987], [-3.33942, -0.92919, -3.69134], [-0.07259, 1.57565, -2.68849], [0.01867, 0.11819, -2.66701], [-0.55203, -1.10463, 0.88901], [0.89560, -1.40165, -0.78793], [-1.36826, 1.68900, 1.28497], [-0.99006, 0.77923, 2.61704], [-2.44937, 0.43278, 1.75567], [2.58324, 1.18696, -1.49067], [2.66266, -0.27856, -2.10315], [3.05816, -0.23684, -0.45360]],
  "homo_ev": -9.21,
  "lumo_energy_ev": 0.6,
  "total_energy_ha": -853.421000,
  "max_force_ev_per_a": 4.40,
  "total_charge": 0
}